(1)
This record from OMol25 describes an isolated molecule of C11H18N4O3 at a distorted geometry. The level of theory is ωB97M-V/def2-TZVPD.

* multiplicity: 1
* Kohn-Sham gap: 9.857 eV
* ΔE to the lowest compared entry with this formula, charge and spin: 199.2 kJ/mol
* structure (SMILES): CNc1nc(=O)n([C@H]2CC[C@H](O)CC2)c(=O)n1C
* highest occupied orbital energy: -9.40 eV

Structure (XYZ):
```
36
Properties=species:S:1:pos:R:3:forces:R:3
O 0.3242 0.6205 -2.1672 0.1 -1.3 -0.8
O 2.8804 -3.0176 1.6089 -0.2 0.7 2.0
O -0.8883 -0.1713 2.1646 -0.2 1.8 -3.8
N -0.2462 0.0292 -0.1164 -1.5 -1.0 3.3
N -1.6097 1.5086 -1.5553 -0.6 -2.2 2.7
N -3.4328 2.4559 -0.6057 -0.9 1.4 -1.9
N -2.2456 1.0452 0.7706 0.1 0.0 -0.2
C -1.0776 0.3090 0.9970 0.3 -2.6 3.2
C 1.2405 -1.9424 -0.7901 -1.5 -0.9 0.0
C -3.7740 3.1239 -1.9005 -0.5 -0.7 -0.4
C 2.2857 -0.0493 0.1474 -0.6 0.0 -0.5
C 3.5231 -0.7891 0.7163 -0.8 0.9 1.2
C -3.1138 1.4072 1.9684 1.9 2.3 -1.0
C 3.5183 -2.3161 0.5569 -1.5 -0.3 -1.6
C 2.6107 -2.6501 -0.6566 1.4 0.1 -1.4
C 0.9688 -0.8587 0.1924 1.8 0.8 -0.3
C -0.5627 0.5929 -1.3357 2.4 3.0 -1.7
C -2.3975 1.6139 -0.5052 -0.4 0.9 0.1
H -4.8530 3.4111 -2.0017 0.8 -0.5 0.7
H 2.5134 0.3283 -0.8827 -0.6 -0.5 0.8
H -4.1164 2.5343 0.1005 -0.3 0.0 0.7
H -3.5696 2.4025 -2.7133 0.0 0.5 0.4
H 2.3989 -3.6848 -0.6489 -0.2 -1.4 0.5
H 3.1925 -2.6522 -1.6146 -0.4 0.9 0.6
H 2.5458 -3.8940 1.3709 0.4 0.5 -0.4
H -2.9704 0.7677 2.7802 0.2 -1.8 0.6
H -4.1587 1.5501 1.7577 -0.2 -0.3 -0.4
H 0.3660 -2.6365 -0.6800 0.9 0.1 -0.7
H 2.0438 0.7859 0.7514 0.4 1.3 0.6
H 3.5373 -0.5402 1.8040 0.4 -0.3 -0.7
H 4.3484 -0.2558 0.1981 0.0 -1.0 0.6
H 1.2256 -1.4049 -1.7059 -0.3 -0.2 -1.3
H 4.5419 -2.6826 0.5177 0.1 0.0 -0.6
H -3.2179 4.0422 -2.1137 0.3 -0.3 0.4
H 0.8923 -1.3423 1.1661 -0.7 0.8 0.2
H -2.7235 2.3591 2.4243 -0.4 -0.5 -0.8
```
Positions in Å, forces in eV/Å.

Here are the Löwdin charges for atoms 1 to 8, given in e: atom 1 (O): 0.06, atom 2 (O): -0.05, atom 3 (O): 0.02, atom 4 (N): 0.14, atom 5 (N): 0.20, atom 6 (N): 0.03, atom 7 (N): 0.05, atom 8 (C): -0.34

---

(2)
This record from OMol25 describes an isolated molecule of C11H18N4O3S at a distorted geometry. The level of theory is ωB97M-V/def2-TZVPD.

* multiplicity: 1
* Kohn-Sham gap: 9.135 eV
* ΔE to the lowest compared entry with this formula, charge and spin: 43.2 kJ/mol
* structure (SMILES): CSCC[C@H](NC(=O)[C@@H](N)Cc1c[nH]cn1)C(=O)O
* highest occupied orbital energy: -8.39 eV

Structure (XYZ):
```
37
Properties=species:S:1:pos:R:3:forces:R:3
S -3.7538 3.2024 -0.6569 -0.2 0.0 0.0
O 0.2675 1.2466 0.1918 -0.4 -0.2 -0.5
O -0.4523 1.5232 -4.2496 -1.3 -0.1 0.9
O 1.0747 0.1979 -3.3197 -1.5 0.4 0.7
N 2.9906 -2.7392 1.8380 0.2 0.4 0.9
N -0.6025 -0.3501 -1.2318 0.2 -1.4 0.9
N 3.7579 -2.5028 3.8908 1.2 -1.4 0.8
N 1.3489 -2.0152 -0.4838 -0.3 2.7 -1.8
C 3.5944 -3.3392 2.8387 -0.7 -0.3 -0.6
C 0.9925 -0.9780 0.5247 0.7 -1.5 -0.4
C -2.9923 1.6302 -1.0315 0.1 -1.1 0.5
C -1.7361 1.7989 -1.8388 1.0 0.5 1.1
C 0.1650 0.0924 -0.2101 0.9 0.8 1.2
C 2.2255 -0.3985 1.2910 -0.4 0.2 0.9
C -5.0435 2.6018 0.4364 -1.3 0.3 0.8
C -0.0451 0.6825 -3.2758 1.8 0.0 -1.6
C -1.1447 0.4483 -2.2752 -0.3 0.1 -0.8
C 3.3058 -1.2779 3.5322 -0.6 1.6 0.7
C 2.7829 -1.4371 2.2809 0.1 0.6 -1.8
H 1.9103 0.4955 1.8822 0.2 -0.6 -0.6
H -1.8734 2.5014 -2.6541 -0.1 -0.4 -0.4
H 4.2479 -2.7555 4.7467 -0.3 0.3 -0.4
H -5.4922 3.5297 0.9098 0.4 -1.1 -0.6
H 3.0169 -0.0538 0.5803 -0.6 -0.4 0.4
H 1.7692 -2.8347 -0.1485 0.8 -0.9 1.0
H 3.3747 -0.4117 4.2381 -0.2 -1.0 -1.0
H -4.5889 2.0138 1.2637 -0.4 0.3 -0.6
H -0.9716 2.2548 -1.1621 -0.6 -0.2 -0.7
H -5.8859 2.0048 -0.0560 1.3 0.8 0.5
H -2.7283 1.0846 -0.0966 -0.3 0.4 -0.4
H -3.6934 0.9972 -1.5774 -0.2 0.0 0.0
H 0.3534 -1.5006 1.2596 0.1 0.4 -0.2
H -0.3658 -1.3308 -1.4590 -0.2 0.7 0.1
H 3.8202 -4.4000 2.8074 0.2 0.3 0.4
H 1.9814 -1.5481 -1.1892 -0.8 -1.0 1.0
H 0.2817 1.7599 -4.7904 1.1 0.0 -0.8
H -1.8915 -0.1924 -2.8060 0.3 0.6 0.3
```
Positions in Å, forces in eV/Å.

Here are the Löwdin charges for atoms 1 to 8, given in e: atom 1 (S): 0.81, atom 2 (O): 0.05, atom 3 (O): 0.12, atom 4 (O): 0.11, atom 5 (N): 0.09, atom 6 (N): 0.10, atom 7 (N): 0.03, atom 8 (N): 0.04

---

(3)
This record from OMol25 describes an isolated molecule of C11H18N4O4 at a distorted geometry. The level of theory is ωB97M-V/def2-TZVPD.

* multiplicity: 1
* Kohn-Sham gap: 9.128 eV
* ΔE to the lowest compared entry with this formula, charge and spin: 583.0 kJ/mol
* structure (SMILES): O=[N+]([O-])c1cn(C[C@H](O)C[N+]2([O-])CCCCC2)cn1
* highest occupied orbital energy: -9.41 eV

Structure (XYZ):
```
37
Properties=species:S:1:pos:R:3:forces:R:3
O 5.2709 -1.5050 2.1600 -1.5 0.9 0.8
O -1.3824 -0.7703 -1.4766 -3.2 -5.2 -2.3
O -1.5442 -2.0045 0.6583 0.2 -0.1 0.1
O 4.4689 0.2174 3.2243 -0.8 -1.0 -0.2
N 2.5917 -2.4444 1.6186 2.0 -0.1 0.0
N 4.3151 -0.8513 2.6305 3.5 -0.7 -1.4
N -0.8668 0.2671 -0.9877 3.0 2.3 0.8
N 0.8469 -1.5408 2.5731 -0.6 1.2 0.5
C -0.2557 1.0231 -3.3255 -0.1 0.2 0.3
C -1.0842 2.2895 -3.1447 0.4 -0.4 0.5
C 1.9337 -0.7833 3.0049 0.0 -0.7 -0.5
C -0.5697 -1.1130 2.6544 0.1 -0.6 -0.2
C -1.2044 -0.7940 1.2992 0.2 -1.1 -1.3
C -0.2846 -0.0031 0.3655 0.2 1.3 1.7
C 1.3033 -2.5470 1.7593 0.7 0.9 0.2
C 3.0297 -1.3662 2.3797 -3.8 -0.1 0.7
C -2.2910 1.8947 -2.3066 0.4 0.5 1.1
C 0.2752 0.5596 -1.9342 0.5 1.3 -1.4
C -1.8841 1.3152 -0.9084 -0.6 2.7 0.1
H 1.9340 0.0292 3.7557 -0.4 -0.7 -0.8
H 0.5635 1.2145 -4.0185 0.3 -0.1 0.3
H -2.8613 1.1246 -2.7648 -0.4 -0.7 -0.8
H 0.6503 -0.5078 0.2569 0.5 -0.6 -0.5
H -1.5708 -1.7222 -0.3186 -0.2 -0.4 0.3
H 0.8262 -0.3597 -2.1294 -0.3 -0.1 0.8
H -2.7498 0.8547 -0.4077 0.4 0.2 -0.2
H -2.9480 2.7706 -2.2419 0.0 -0.3 0.7
H -1.4722 2.1216 -0.2592 -0.4 -0.3 -0.4
H -2.1142 -0.2276 1.4401 -0.4 0.4 0.6
H 0.9510 1.3075 -1.4996 -0.2 0.0 -0.1
H -1.3929 2.7332 -4.0876 -0.1 -0.1 -0.1
H -1.1499 -1.9364 3.1181 0.2 0.7 -0.2
H -0.4552 3.0434 -2.6271 -0.4 -0.2 -0.1
H -0.0378 0.9590 0.8416 -0.1 -0.1 -0.2
H -0.8793 0.2535 -3.8068 0.3 0.0 0.4
H 0.6673 -3.2952 1.2769 0.2 0.6 0.3
H -0.6293 -0.2065 3.2277 0.2 0.2 0.7
```
Positions in Å, forces in eV/Å.

Here are the Löwdin charges for atoms 1 to 8, given in e: atom 1 (O): 0.06, atom 2 (O): -0.14, atom 3 (O): -0.06, atom 4 (O): 0.05, atom 5 (N): 0.14, atom 6 (N): -0.34, atom 7 (N): -0.43, atom 8 (N): -0.06

---

(4)
This record from OMol25 describes a cluster of 2 separate species, C11H18NO7S in total at a distorted geometry. The level of theory is ωB97M-V/def2-TZVPD.

* multiplicity: 1
* Kohn-Sham gap: 1.290 eV
* total charge: -1
* highest occupied orbital energy: -2.10 eV

Structure (XYZ):
```
38
Properties=species:S:1:pos:R:3:forces:R:3
S -7.1335 -1.1992 -2.0978 -0.3 -0.1 -0.1
O -6.4728 -2.4407 -1.6302 0.2 -0.2 0.0
O -8.5804 -1.2740 -1.8082 0.0 0.0 0.2
O -6.9199 -1.0498 -3.5545 0.2 0.1 -0.1
O -1.1040 -1.5366 -0.6816 0.5 0.2 -0.8
O -6.5471 -0.0318 -1.3924 0.2 0.2 0.1
O 2.4837 -2.4645 0.7431 0.3 0.2 0.2
O 1.7993 0.1914 -0.4589 -0.4 2.1 1.1
N 1.9521 2.5681 0.0947 0.4 0.2 0.5
C 3.5968 3.3884 1.7844 -1.3 -1.6 -1.6
C 3.9447 -0.5428 1.4061 -0.5 0.9 0.0
C 0.4355 0.4370 -0.8931 -0.8 0.0 -2.3
C 2.5337 3.6264 0.8416 1.9 -0.6 1.6
C -3.6097 -1.6140 -0.3388 0.8 0.0 -0.2
C -2.3010 -0.7588 -0.4466 -0.9 0.6 1.4
C 3.4065 0.9190 1.1827 0.5 1.6 0.6
C -0.2036 -0.8712 -1.5425 -0.4 0.8 -0.3
C 4.0918 1.9992 1.9720 -2.3 0.6 -1.9
C 2.3244 1.2372 0.2366 2.8 -0.9 2.2
C 2.8230 -1.5769 1.8226 0.3 -0.3 -0.4
H -4.4864 -0.9247 -0.1535 0.8 -0.8 -0.5
H 1.8619 -1.0769 2.1325 1.1 -0.3 -0.2
H 1.2291 2.8402 -0.5684 0.2 -0.4 0.3
H -2.1582 -0.2645 0.5695 -0.1 -0.3 -1.1
H 3.1881 -2.2097 2.6866 -0.3 0.7 -0.8
H -2.3983 0.0783 -1.1962 0.0 -0.9 0.4
H 0.6005 -1.5466 -1.9574 -0.8 0.5 0.9
H -3.4945 -2.3227 0.5338 -0.2 0.7 -1.0
H 4.7306 -0.5137 2.2156 -0.8 0.2 -0.9
H 0.4982 1.1794 -1.7535 0.0 -0.7 0.9
H -0.2290 0.9046 -0.1214 0.8 -0.8 -0.3
H -3.7659 -2.1990 -1.2877 -0.2 0.7 1.1
H 2.1694 4.6694 0.6693 0.1 -1.4 0.0
H 4.0106 4.2709 2.3217 -0.3 -1.0 -0.5
H 3.0875 -2.3365 -0.0063 -0.3 0.0 0.5
H 4.9357 1.7775 2.6692 -1.0 0.1 -0.8
H 4.4853 -0.8210 0.4553 -0.6 -0.2 0.9
H -0.7841 -0.5113 -2.4483 0.6 -0.2 0.8
```
Positions in Å, forces in eV/Å.

Here are the Löwdin charges for atoms 1 to 8, given in e: atom 1 (S): 0.17, atom 2 (O): -0.40, atom 3 (O): -0.40, atom 4 (O): -0.40, atom 5 (O): -0.16, atom 6 (O): -0.42, atom 7 (O): -0.09, atom 8 (O): -0.02